1.
# C48H68F4O8

A 12-piece molecular cluster, C48H68F4O8 overall in a non-equilibrium geometry (wB97M-V/def2-TZVPD, OMol25).

Element x y z (Å)
H: 21.798 0.859 -3.644
C: 17.172 12.651 -10.197
C: 20.676 3.423 -17.276
C: 22.214 9.961 -3.502
H: 19.812 9.953 -2.393
C: 10.084 4.307 -4.527
C: 20.020 0.516 -12.294
C: 25.226 8.070 -10.142
C: 16.366 14.893 -10.385
H: 21.598 -0.684 -13.088
H: 22.043 10.881 -2.944
H: 22.382 9.100 -2.854
H: 18.728 -2.683 -4.825
H: 9.219 4.406 -3.871
C: 20.545 -0.449 -13.124
C: 16.765 6.390 -7.665
H: 14.890 8.956 -14.095
O: 26.038 8.942 -10.462
C: 19.340 4.400 -15.159
C: 22.048 3.092 -5.838
C: 14.336 9.318 -14.961
H: 23.087 10.210 -4.107
H: 17.545 3.952 -16.114
O: 16.087 7.369 -9.806
H: 18.476 1.190 -6.549
H: 16.765 0.184 -13.286
H: 12.304 5.495 -5.798
C: 14.648 11.488 -5.243
C: 19.282 3.497 -17.328
C: 22.500 2.736 -4.404
H: 24.668 6.435 -11.523
H: 18.172 1.658 -11.828
C: 20.719 4.498 -15.183
O: 20.830 9.536 -5.487
C: 16.993 6.898 -9.116
H: 15.710 6.493 -7.409
H: 10.992 4.495 -3.955
C: 19.671 9.969 -3.474
H: 17.063 11.600 -10.416
H: 18.808 3.004 -18.164
H: 22.042 2.202 -6.467
H: 22.762 3.811 -6.242
C: 21.680 9.071 -14.473
C: 20.916 9.809 -4.253
H: 9.975 3.318 -4.972
H: 15.024 12.068 -6.086
F: 20.812 1.225 -11.493
H: 13.859 10.827 -5.603
H: 25.254 5.885 -9.918
C: 24.038 8.278 -9.136
H: 24.217 9.214 -8.607
C: 21.387 4.091 -16.276
H: 22.459 4.046 -16.399
C: 18.648 0.814 -12.303
C: 17.532 15.342 -9.862
C: 19.714 -1.159 -14.034
H: 19.179 12.431 -9.502
H: 12.527 13.438 -3.273
C: 25.336 6.650 -10.690
C: 18.644 -0.796 -5.820
C: 18.173 0.486 -5.788
H: 19.350 11.007 -3.562
H: 19.761 8.421 -15.121
C: 20.437 9.263 -15.267
H: 20.763 9.463 -16.288
F: 21.368 2.784 -18.260
C: 18.533 14.446 -9.451
C: 22.725 1.296 -4.016
H: 11.336 6.837 -5.126
H: 23.250 0.654 -4.724
C: 10.099 5.291 -5.699
C: 18.620 3.994 -16.209
H: 19.344 -1.154 -6.561
H: 17.691 -1.573 -14.630
C: 16.178 13.518 -10.607
H: 15.071 9.315 -15.766
H: 12.608 9.570 -17.089
H: 18.977 9.218 -3.853
C: 16.934 -0.025 -3.809
C: 18.341 13.089 -9.673
H: 13.008 13.911 -4.944
C: 18.327 -0.952 -14.017
H: 11.578 9.620 -15.558
H: 18.855 5.823 -9.425
C: 11.399 6.090 -5.917
C: 18.453 6.816 -9.626
H: 19.894 10.101 -14.831
H: 12.066 12.419 -4.540
H: 20.290 -1.908 -14.557
H: 18.820 4.560 -14.226
H: 18.590 7.020 -10.688
H: 19.405 14.815 -8.931
C: 18.317 -1.684 -4.815
H: 17.461 6.818 -6.944
H: 23.115 9.182 -16.210
H: 24.030 7.491 -8.382
H: 21.070 3.572 -5.861
H: 13.886 10.298 -14.804
O: 9.247 5.286 -6.600
H: 23.775 8.506 -14.889
H: 17.589 16.397 -9.636
O: 14.777 12.305 -2.943
C: 17.835 0.068 -13.189
H: 17.332 -1.927 -2.918
H: 23.097 8.425 -9.665
O: 13.187 7.159 -15.206
F: 14.970 13.157 -11.193
O: 22.657 3.615 -3.598
H: 16.173 0.279 -3.105
C: 17.295 0.840 -4.818
C: 23.073 9.305 -15.127
H: 15.480 10.829 -4.999
C: 12.875 13.086 -4.244
C: 13.187 8.384 -15.450
H: 23.337 1.238 -3.117
C: 17.542 -1.258 -3.739
O: 21.759 8.672 -13.283
C: 14.166 12.268 -3.987
H: 11.502 8.213 -16.691
H: 21.259 4.836 -14.311
H: 16.970 5.325 -7.777
H: 26.277 6.626 -11.239
H: 23.538 10.175 -14.663
H: 15.670 15.681 -10.634
F: 16.664 1.981 -4.883
H: 11.460 6.486 -6.931
H: 18.951 7.577 -9.025
C: 12.119 9.017 -16.287

Computed properties:
- Highest occupied orbital energy: -0.3400 Eh
- Energy above the lowest of the compared OMol25 structures with the same formula, charge and spin: 2.715 eV
- SMILES: Fc1ccccc1.Fc1ccccc1.Fc1ccccc1.Fc1ccccc1.CC(C)=O.CC(C)=O.CC(C)=O.CC(C)=O.CC(C)=O.CC(C)=O.CC(C)=O.CC(C)=O
- Electronic energy: -78124.345 eV
- Frontier orbital gap: 9.33 eV

=====

2.
# C48H68O12S4

A 10-piece molecular cluster, C48H68O12S4 overall in a non-equilibrium geometry (wB97M-V/def2-TZVPD, OMol25).

Element x y z (Å)
C: 3.726 -1.015 0.807
H: -2.501 -0.210 -5.850
C: 2.255 3.456 5.537
C: -4.993 -0.798 2.058
C: -2.235 0.902 -0.420
O: 1.509 -0.660 4.289
O: 0.121 4.723 4.509
H: 1.850 -3.190 -2.706
O: -0.377 -3.329 -1.239
H: -2.252 2.005 3.436
C: -1.740 5.355 -4.863
C: -0.617 -0.152 -1.822
H: 0.824 4.306 -2.226
C: -5.439 -1.192 -4.431
H: 0.828 -4.225 -4.847
C: -0.734 -2.128 1.077
C: 3.668 1.924 -2.247
C: 0.404 0.656 -1.331
C: -4.489 -0.377 -5.085
O: 3.506 -0.303 5.788
H: 2.793 -2.969 5.829
O: 3.812 -0.616 3.171
C: -2.339 -0.505 6.256
H: -4.910 0.507 -5.539
C: -3.156 -0.786 -5.213
H: 5.305 -0.861 -3.510
H: -5.779 1.110 2.584
H: 4.119 -4.640 -2.717
H: 1.774 2.681 4.941
H: -2.421 -1.140 7.125
C: 6.012 0.425 -1.867
H: -0.857 2.683 -3.028
C: 3.041 -2.750 4.791
C: -0.087 5.982 -3.240
H: 4.062 -3.096 4.630
C: -1.726 4.062 -4.399
H: 6.852 -0.253 -1.856
H: -0.039 -3.201 -6.124
C: 3.078 -0.298 2.009
C: -6.224 0.608 0.513
C: -2.342 1.251 4.205
O: 2.973 -2.728 -4.441
O: 1.783 6.214 5.746
C: 2.219 -5.567 1.985
H: -0.739 -2.386 2.136
H: 4.349 3.172 -0.675
H: -1.545 -1.491 0.724
H: -4.153 2.077 4.990
C: -3.427 1.285 5.093
O: 0.808 -4.103 0.761
H: 2.627 -6.568 2.122
O: 2.419 -1.670 -6.586
H: -6.504 -0.024 -1.358
H: 0.187 3.251 2.241
H: 2.854 -1.850 -2.555
H: -0.882 7.360 -4.556
C: -0.875 3.706 -3.373
H: -3.227 -3.609 -3.367
C: -5.984 -0.297 -0.451
H: -1.097 4.499 1.947
C: -5.196 -1.486 -0.193
H: -0.554 -1.374 5.345
H: -0.435 -0.882 -2.597
H: -4.950 -2.287 -0.874
H: 2.655 3.192 6.516
H: 3.003 0.790 2.008
S: 2.882 -0.947 4.585
H: 0.861 2.290 0.020
H: -4.215 -2.664 1.261
C: -4.619 -1.687 1.042
H: 3.192 3.759 5.070
H: -3.202 1.091 0.021
C: -1.908 -0.027 -1.411
H: 3.094 -5.033 1.613
H: -5.783 -2.903 -3.326
H: -2.358 5.755 -5.653
S: -0.653 -3.700 0.140
C: -0.992 6.340 -4.218
C: -5.672 0.383 1.793
O: 0.902 -1.217 -4.582
C: -0.044 4.313 2.157
H: 4.873 -3.037 -2.358
H: 2.190 -3.236 4.314
C: -5.027 -2.341 -3.855
C: 0.890 -3.646 -5.769
C: -3.676 -2.782 -3.896
O: -1.665 -4.637 0.680
C: -2.711 -2.034 -4.649
C: 1.055 -5.464 1.002
H: 3.821 -1.996 1.272
H: -2.422 3.310 -4.740
H: 6.609 1.849 -0.585
C: 5.724 1.599 -1.150
C: -1.341 0.270 4.247
H: 0.262 -1.753 0.841
C: 3.966 0.700 -3.020
H: -4.113 0.441 6.929
H: 1.454 0.506 -1.531
H: -6.741 1.531 0.297
C: 5.131 -0.037 -2.833
O: 0.324 4.702 7.048
H: 3.706 -3.715 -1.335
C: -1.282 -0.577 5.342
C: 0.119 1.582 -0.318
H: 0.353 4.591 1.181
H: -6.458 -0.882 -4.251
H: 1.338 -5.818 0.011
H: -0.524 0.173 3.548
C: -1.231 1.703 0.090
C: -3.399 0.377 6.121
H: -2.685 -0.608 -1.885
C: 0.644 5.122 3.280
C: 3.948 -3.613 -2.393
H: 1.475 -4.011 -6.613
H: 2.686 2.341 -2.413
H: 1.976 -5.144 2.960
S: 1.800 -2.085 -5.351
H: -1.719 -2.429 -4.817
H: 3.292 0.220 -3.714
H: 2.047 -0.639 2.101
H: 4.758 -0.681 0.698
H: -4.682 -1.062 3.058
H: 3.118 -0.945 -0.095
C: 2.817 -2.821 -3.048
H: -1.505 2.473 0.797
H: 0.574 6.208 3.212
C: 4.573 2.314 -1.291
H: 1.710 4.915 3.186
S: 1.069 4.895 5.815
H: 0.514 6.759 -2.791
C: -0.017 4.658 -2.805
H: 0.305 -6.158 1.382

Computed properties:
- Highest occupied orbital energy: -0.3328 Eh
- SMILES: CCOS(C)(=O)=O.CCOS(C)(=O)=O.CCOS(C)(=O)=O.CCOS(C)(=O)=O.c1ccccc1.c1ccccc1.c1ccccc1.c1ccccc1.c1ccccc1.c1ccccc1
- Electronic energy: -118783.588 eV
- Frontier orbital gap: 9.10 eV

=====

3.
# C48H69N3O51

A 18-piece molecular cluster, C48H69N3O51 overall in a non-equilibrium geometry (wB97M-V/def2-TZVPD, OMol25).

Element x y z (Å)
H: -4.104 -3.100 -3.974
H: -3.633 0.065 -2.949
H: 3.181 -0.113 -4.924
C: -1.803 4.164 1.523
O: -6.433 -0.674 2.379
O: 3.784 3.370 -1.853
O: -2.420 4.937 -5.229
H: -2.338 4.443 -3.264
H: -6.550 -2.156 -0.008
H: 3.802 -5.057 3.508
O: 1.370 4.845 0.503
O: 5.917 0.175 -1.900
C: -0.230 1.859 3.868
H: 6.643 -0.061 6.568
O: 2.369 -4.383 -0.651
C: 1.406 4.478 -4.136
N: -5.312 -0.646 2.842
H: -9.544 -1.650 -0.731
H: 1.304 3.518 5.370
H: 4.045 -6.459 5.270
H: -2.425 4.760 2.126
C: 3.152 -5.877 5.321
C: -2.245 -6.917 0.502
H: 2.974 5.313 -5.442
C: -7.379 -2.315 -0.700
H: -3.896 0.772 2.189
C: 0.187 4.721 0.582
H: 1.959 0.575 -3.817
C: 1.898 -2.142 0.040
H: -2.212 -1.285 3.713
O: -0.098 -3.243 2.604
H: -4.152 -2.079 -2.579
O: 0.863 -0.009 -6.684
H: 3.953 5.318 -0.988
C: 8.068 1.089 5.405
C: 2.938 2.502 -1.254
C: 3.037 -3.989 0.509
O: -0.623 -5.006 3.896
H: -7.628 -3.363 -0.709
H: 5.456 4.373 -1.043
C: -1.294 -1.717 4.043
H: -4.722 1.391 -3.102
C: -1.704 1.734 -4.184
C: -7.208 -0.463 -1.897
H: 0.341 -1.162 2.630
O: -1.237 -7.141 1.369
H: 0.761 4.345 -4.995
C: -2.593 6.109 -5.914
H: 9.013 0.853 4.830
O: -4.868 -4.333 1.353
C: 3.997 3.593 0.499
C: -0.333 1.222 -0.715
H: 4.835 2.984 0.913
C: -3.515 -2.754 -3.120
H: -0.210 -7.731 -1.071
H: 3.564 4.569 -3.988
C: -3.848 -5.155 3.241
H: 1.972 -4.995 3.639
H: 2.358 -1.228 -0.292
H: 0.439 -0.785 -1.380
O: 2.753 -2.837 0.984
H: -3.196 -4.611 3.931
C: -0.709 -3.855 3.636
O: 4.972 0.218 0.076
O: 7.289 2.012 4.608
H: -4.126 6.826 -3.152
H: -8.683 -1.138 0.720
H: 6.986 0.086 0.823
C: -8.578 -1.395 -0.321
N: -3.839 -4.405 1.957
O: 0.798 5.388 -3.234
O: -3.545 0.190 -0.260
O: -0.166 -2.389 -3.685
O: -1.650 1.341 -0.073
O: -0.487 4.639 1.761
O: 3.886 -4.719 0.967
H: -2.982 -3.703 -1.128
O: 3.785 -2.869 6.655
H: -3.984 4.430 -3.906
C: -0.014 -6.693 0.793
O: -0.566 2.148 -4.095
H: 3.595 4.192 1.296
H: -0.174 2.030 -1.436
H: -1.242 -1.576 1.781
C: 2.948 -4.947 4.121
H: 0.037 -5.908 -1.375
H: -2.326 6.687 -3.031
O: 1.223 7.527 -2.609
O: -6.967 -1.766 -1.927
O: -1.481 -3.859 -2.655
O: -3.395 -7.043 0.798
H: -0.373 0.193 -2.612
O: -0.669 4.488 -0.468
N: 1.570 0.687 -6.029
H: -3.514 -6.163 2.978
C: 6.284 0.776 0.317
H: 7.719 1.077 -1.282
H: 0.914 -2.029 0.428
O: 3.199 -5.023 6.461
C: -1.986 4.301 -0.005
H: -3.338 -4.876 -2.471
C: -3.770 0.989 -3.543
H: -2.563 5.209 -0.286
O: 4.061 -0.966 -1.624
C: 2.100 0.006 -4.741
H: -4.921 -5.143 3.508
O: 5.290 1.849 3.527
C: 1.788 2.766 3.536
H: 0.437 1.248 0.078
H: -2.414 3.414 -0.488
H: 0.151 -5.670 1.125
O: 3.067 -3.658 4.683
C: 4.411 4.329 -0.907
O: -4.722 -1.572 3.354
O: 2.710 6.373 -3.782
O: -3.117 7.033 -4.952
C: 1.734 -3.196 -1.108
H: 0.985 4.736 4.117
H: -5.464 1.366 2.915
O: -2.640 1.894 -3.139
H: -4.135 0.742 3.982
C: -4.637 0.690 3.021
H: -4.223 1.603 -5.546
C: 3.371 -3.781 5.984
C: -2.396 0.277 -0.541
H: 2.791 2.804 3.913
C: -3.644 0.847 -5.041
O: -2.307 6.345 -7.034
H: 2.331 -6.568 5.483
O: 2.993 2.564 0.096
C: -0.338 -0.064 -1.539
H: 1.676 3.072 2.453
H: 1.493 3.541 -3.540
C: -0.529 -1.826 2.646
H: 7.651 -1.226 5.521
O: -1.076 1.036 3.656
C: 6.610 1.121 -1.136
H: 2.232 -2.847 -2.007
O: 6.098 0.082 4.659
H: 0.733 -3.420 -1.372
C: -3.053 4.963 -3.894
H: -1.847 3.114 1.831
C: 4.863 -0.225 -1.168
O: -2.739 -3.915 1.644
H: 1.690 -0.991 -4.643
H: -3.876 -0.178 -5.252
O: -2.341 -2.026 -3.591
C: -3.217 6.472 -3.604
O: -6.750 0.364 -2.684
C: 6.160 1.293 4.164
O: -0.361 3.099 4.231
C: 7.180 -0.204 5.617
H: 0.801 -7.381 1.055
O: -2.228 1.091 -5.228
H: 6.264 2.143 -1.375
H: -0.796 -1.034 4.749
C: -0.381 -6.707 -0.737
H: 8.394 1.532 6.366
C: -2.966 -3.889 -2.237
O: 2.246 1.756 -1.821
O: 1.087 1.527 3.683
C: 0.928 3.666 4.352
C: -1.260 -2.730 -3.380
O: 1.898 1.846 -6.200
O: -8.052 -0.192 -0.905
O: -1.633 -0.616 -1.207
C: 1.538 6.507 -3.110
O: -1.399 -3.068 4.443
H: 6.095 1.639 0.970
C: 2.736 5.152 -4.415
O: -1.792 -6.530 -0.665

Computed properties:
- Highest occupied orbital energy: -0.3820 Eh
- Electronic energy: -159779.184 eV
- Frontier orbital gap: 10.41 eV

=====

Question: What is the electronic energy in the third record?
Answer: -159779.184 eV